ORCA calculation (ωB97M-V with the def2-TZVPD basis set) on a molecular structure, C33H32BrN5O3STi.

2S+1: 2
E_HOMO (spin up / spin down), hartree: -0.3542 / -0.3556
E_LUMO (spin up / spin down), Eh: -0.1202 / -0.1200
Charge: +1
Total energy, eV: -152324.2729
F_max, eV/A: 0.81
Kohn-Sham gap (spin up / spin down), eV: 6.37 / 6.41
Energy relative to the best compared isomer or geometry (same formula, charge and spin), kcal per mole: 7.1
<S²>: 0.75

Geometry as XYZ:
```
76
Properties=species:S:1:pos:R:3:lowdin_charge:R:1
Ti 0.736 0.271 -0.226 1.043
C -1.457 0.457 -4.087 0.005
C -0.620 0.694 -2.882 -0.232
N -0.424 -0.151 -1.936 -0.045
N -0.966 -1.418 -2.007 0.102
C -0.239 -2.197 -1.240 -0.449
O 0.803 -1.784 -0.596 -0.202
C -0.649 -3.611 -1.086 -0.150
C -0.025 -4.397 -0.122 -0.024
C -0.434 -5.706 0.080 -0.067
C -1.464 -6.236 -0.683 -0.073
C -2.087 -5.456 -1.650 -0.069
C -1.685 -4.146 -1.850 -0.023
C 0.120 1.965 -2.700 -0.198
C 0.012 3.049 -3.551 0.019
C 0.773 4.180 -3.283 -0.021
C 1.618 4.183 -2.190 -0.019
C 1.677 3.051 -1.391 -0.093
N 0.954 1.966 -1.643 0.028
H -1.816 -0.567 -4.103 0.075
H -2.313 1.138 -4.072 0.101
H -0.886 0.667 -4.993 0.097
H 0.773 -3.969 0.471 0.104
H 0.049 -6.314 0.834 0.108
H -1.781 -7.259 -0.528 0.107
H -2.887 -5.872 -2.248 0.107
H -2.166 -3.527 -2.595 0.109
H -0.662 3.021 -4.395 0.120
H 0.699 5.048 -3.924 0.120
H 2.220 5.046 -1.944 0.117
H 2.308 3.008 -0.512 0.117
O -3.051 -4.045 3.419 0.103
C -2.436 -3.081 2.718 -0.301
C -3.052 -2.360 1.697 0.026
C -2.317 -1.400 1.036 -0.110
N -1.039 -1.118 1.317 0.017
C -0.489 -1.817 2.293 -0.682
Br 1.331 -1.422 2.679 0.910
C -1.111 -2.797 3.034 -0.026
H -3.960 -4.163 3.117 0.125
H -4.080 -2.548 1.415 0.125
H -2.765 -0.840 0.226 0.107
H -0.603 -3.334 3.820 0.123
C -2.799 4.436 -0.358 -0.095
C -2.928 3.082 -0.619 -0.083
C -1.994 2.180 -0.127 -0.049
C -0.898 2.617 0.621 -0.310
C -0.783 3.988 0.888 -0.025
C -1.725 4.879 0.406 -0.076
N 0.099 1.714 1.028 -0.096
C 0.638 1.923 2.318 -0.354
C -0.202 2.003 3.432 -0.032
C 0.331 2.140 4.702 -0.073
C 1.708 2.196 4.887 -0.090
C 2.546 2.127 3.787 -0.089
C 2.016 2.001 2.509 -0.080
H -3.533 5.139 -0.728 0.101
H -3.774 2.717 -1.190 0.105
H -2.123 1.120 -0.304 0.076
H 0.053 4.342 1.479 0.120
H -1.620 5.934 0.626 0.106
H -1.274 1.948 3.288 0.122
H -0.331 2.197 5.556 0.107
H 2.119 2.301 5.882 0.104
H 3.620 2.184 3.919 0.105
H 2.674 1.953 1.649 0.085
C 3.707 -2.254 -0.276 -0.241
S 4.103 -0.515 -0.136 0.947
C 4.894 -0.304 -1.728 -0.225
O 2.808 0.269 -0.283 -0.644
H 4.649 -2.803 -0.272 0.073
H 3.134 -2.437 -1.182 0.065
H 3.110 -2.522 0.592 0.014
H 5.817 -0.883 -1.736 0.069
H 5.128 0.753 -1.835 0.062
H 4.221 -0.631 -2.518 0.071
```

=====

ORCA calculation (ωB97M-V with the def2-TZVPD basis set) on a molecular structure, C12H8F3N3O2SSbSe4Tc.

E_HOMO (spin up / spin down), hartree: -0.5399 / -0.5397
E_LUMO (spin up / spin down), Eh: -0.3395 / -0.3398
Charge: +2
Total energy, eV: -310228.7915
F_max, eV/A: 0.93
Kohn-Sham gap (spin up / spin down), eV: 5.45 / 5.44

Geometry as XYZ:
```
35
Properties=species:S:1:pos:R:3:nbo_charge:R:1
Tc -0.920 -1.299 0.528 0.720
F -0.043 1.071 5.158 -0.297
C -1.116 1.714 4.692 0.981
F -2.205 1.053 5.111 -0.306
F -1.140 2.938 5.205 -0.292
C -1.094 1.756 3.180 -0.185
C -1.050 2.940 2.477 -0.053
C -1.036 2.946 1.074 -0.238
C -1.066 1.754 0.403 0.059
N -1.102 0.597 1.105 -0.426
C -1.107 0.569 2.449 0.100
S -1.106 -1.095 2.950 0.213
H -1.026 3.875 3.022 0.270
H -1.000 3.873 0.522 0.266
H -1.062 1.670 -0.674 0.242
O 0.944 -1.614 1.119 -0.409
N 1.916 -1.543 0.245 0.211
N 1.495 -1.328 -0.912 0.201
O 0.195 -1.198 -1.112 -0.460
C 2.387 -1.220 -2.064 0.126
C 3.753 -1.277 -1.842 -0.220
C 4.583 -1.178 -2.945 -0.176
C 4.047 -1.027 -4.218 -0.151
C 2.673 -0.975 -4.402 -0.183
C 1.817 -1.072 -3.315 -0.227
H 4.159 -1.396 -0.849 0.253
H 5.655 -1.219 -2.805 0.247
H 4.706 -0.950 -5.072 0.245
H 2.259 -0.859 -5.394 0.242
H 0.746 -1.038 -3.445 0.241
Se -6.749 -3.187 -0.662 -0.110
Sb -6.089 -1.089 -0.145 1.047
Se -3.067 -1.996 1.068 0.367
Se -3.087 -1.221 -1.090 -0.151
Se -6.272 1.028 0.640 -0.148
```

=====

ORCA calculation (ωB97M-V with the def2-TZVPD basis set) on 3 unconnected molecules or ions with the total composition C13H26Br2NO6.

E_HOMO, hartree: -0.1701
E_LUMO, Eh: 0.0943
Charge: -1
Total energy, eV: -167761.3693
F_max, eV/A: 0.49
Kohn-Sham gap, eV: 7.19
Energy relative to the best compared isomer or geometry (same formula, charge and spin), kcal per mole: 0.0

Geometry as XYZ:
```
48
Properties=species:S:1:pos:R:3:nbo_charge:R:1
C 0.444 0.864 4.244 -0.655
C -0.674 -0.144 4.184 -0.136
Br -1.434 -0.561 5.882 0.021
C -1.084 -0.711 3.053 0.124
Br -2.499 -2.009 3.046 0.019
N -0.556 -0.422 1.801 -0.640
C 0.806 -0.937 1.511 -0.350
C 0.912 -1.930 0.326 0.756
O 2.086 -2.111 -0.050 -0.781
O -0.152 -2.429 -0.090 -0.783
H 1.407 0.356 4.194 0.232
H 0.379 1.464 5.144 0.222
H 0.390 1.508 3.365 0.215
H -0.601 0.575 1.643 0.365
H 1.461 -0.090 1.306 0.210
H 1.204 -1.430 2.400 0.186
C 2.812 4.225 -1.357 -0.255
O 3.661 4.480 -0.253 -0.554
C 3.090 4.111 0.992 -0.086
C 3.564 2.752 1.461 -0.084
O 3.137 1.719 0.600 -0.548
C 4.135 1.242 -0.286 -0.255
H 3.415 4.312 -2.260 0.186
H 2.383 3.222 -1.314 0.191
H 2.002 4.963 -1.401 0.160
H 1.997 4.119 0.926 0.170
H 3.391 4.866 1.726 0.176
H 3.133 2.556 2.449 0.180
H 4.655 2.747 1.561 0.170
H 4.852 0.611 0.249 0.173
H 4.665 2.065 -0.775 0.162
H 3.635 0.632 -1.036 0.217
C -4.677 -4.028 -2.141 -0.248
O -4.135 -2.946 -1.423 -0.561
C -2.712 -2.825 -1.568 -0.110
C -2.339 -1.771 -2.577 -0.094
O -2.791 -2.085 -3.900 -0.561
C -3.984 -1.425 -4.250 -0.249
H -5.761 -3.902 -2.164 0.172
H -4.304 -4.063 -3.169 0.172
H -4.446 -4.980 -1.647 0.159
H -2.278 -3.787 -1.849 0.171
H -2.287 -2.543 -0.605 0.256
H -1.251 -1.697 -2.603 0.217
H -2.741 -0.800 -2.269 0.161
H -3.798 -0.364 -4.460 0.155
H -4.737 -1.504 -3.461 0.178
H -4.371 -1.896 -5.155 0.175
```

=====

ORCA calculation (ωB97M-V with the def2-TZVPD basis set) on a molecular structure, C22H30AsBF2N2OPdS3Si2 in a non-equilibrium geometry.

2S+1: 3
E_HOMO (spin up / spin down), hartree: -0.0437 / -0.0717
E_LUMO (spin up / spin down), Eh: 0.1588 / 0.1556
Charge: -2
Total energy, eV: -147025.0452
F_max, eV/A: 1.50
Kohn-Sham gap (spin up / spin down), eV: 5.51 / 6.19
<S²>: 2.05

Geometry as XYZ:
```
65
Properties=species:S:1:pos:R:3:nbo_charge:R:1
Pd 0.171 -0.384 0.019 0.269
S 1.964 1.239 -0.755 0.002
C 1.213 2.028 -2.154 -0.184
C 2.060 2.532 -3.125 -0.139
C 1.581 3.220 -4.241 -0.232
C 2.464 3.729 -5.228 0.324
N 3.180 4.141 -6.033 -0.394
C 0.185 3.406 -4.361 -0.176
C -0.664 2.890 -3.401 -0.138
C -0.193 2.178 -2.277 -0.157
S -1.323 1.539 -1.173 -0.319
C -0.357 4.118 -5.473 0.326
N -0.813 4.693 -6.360 -0.377
H 3.127 2.400 -3.005 0.227
H -1.733 3.021 -3.502 0.217
C -2.001 4.717 2.651 -0.616
C -1.240 3.438 2.410 -0.092
C 0.112 3.404 2.415 -0.049
C 0.905 2.215 2.006 -0.655
C 0.062 0.988 1.970 -0.230
C -1.323 1.031 2.082 -0.253
C -1.988 2.235 2.217 -0.221
S 0.803 -0.557 2.464 1.251
C 0.627 -0.198 4.291 -0.813
O 2.270 -0.462 2.271 -1.003
H -1.322 5.539 2.880 0.203
H -2.711 4.605 3.476 0.190
H -2.570 4.982 1.756 0.211
H 0.677 4.311 2.604 0.188
H 1.759 2.040 2.673 0.256
H -1.874 0.094 2.116 0.213
H -3.071 2.272 2.242 0.192
H 1.182 0.714 4.509 0.220
H 1.039 -1.042 4.846 0.209
H -0.434 -0.074 4.508 0.209
F 1.100 3.772 -0.040 -0.542
B 1.730 2.709 0.604 0.931
F 3.021 3.111 0.981 -0.552
C 1.960 -3.979 2.642 -1.105
Si 0.871 -3.876 1.075 1.310
C 1.151 -5.596 0.274 -1.117
C -0.929 -3.966 1.718 -1.120
As 1.485 -2.294 -0.536 -0.380
Si -0.779 -2.044 -1.523 1.270
C -1.116 -3.846 -2.116 -1.116
C -2.518 -1.699 -0.757 -1.105
C -0.521 -1.147 -3.192 -1.117
H 1.746 -4.884 3.217 0.207
H 1.808 -3.112 3.284 0.229
H 3.016 -3.986 2.362 0.229
H 1.022 -6.418 0.985 0.205
H 2.166 -5.641 -0.132 0.222
H 0.459 -5.745 -0.560 0.228
H -1.022 -4.689 2.533 0.213
H -1.608 -4.269 0.916 0.223
H -1.255 -2.992 2.084 0.233
H -1.454 -4.481 -1.291 0.208
H -0.208 -4.288 -2.533 0.221
H -1.894 -3.848 -2.886 0.208
H -2.793 -2.491 -0.055 0.214
H -3.265 -1.673 -1.557 0.219
H -2.558 -0.744 -0.238 0.237
H -0.259 -1.861 -3.979 0.212
H 0.294 -0.428 -3.101 0.239
H -1.414 -0.596 -3.495 0.234
```

=====

ORCA calculation (ωB97M-V with the def2-TZVPD basis set) on 2 unconnected molecules or ions with the total composition C5H11ClOSi in a non-equilibrium geometry.

E_HOMO (spin up / spin down), hartree: -0.2821 / -0.2642
E_LUMO (spin up / spin down), Eh: -0.0151 / 0.0197
Total energy, eV: -27806.2256
F_max, eV/A: 6.16
Kohn-Sham gap (spin up / spin down), eV: 7.26 / 7.73
Energy relative to the best compared isomer or geometry (same formula, charge and spin), kcal per mole: 127.8

Geometry as XYZ:
```
19
Properties=species:S:1:pos:R:3:nbo_charge:R:1
C 3.178 -0.227 0.506 -0.153
C 2.034 0.475 0.489 -0.413
C 4.365 -0.047 -0.383 -0.624
C -4.600 1.395 -0.875 -0.058
C -1.541 -1.139 -0.035 -0.897
O -4.035 0.867 0.208 -0.829
Si -2.795 0.023 0.894 1.224
Cl -1.706 -2.900 0.297 -0.074
H 3.322 -0.920 1.282 0.185
H 1.936 1.283 -0.214 0.186
H 5.168 0.479 0.019 0.221
H 3.911 0.615 -1.325 0.186
H 4.685 -0.893 -0.859 0.215
H 1.309 0.459 1.253 0.197
H -4.273 0.949 -1.752 0.147
H -5.428 2.042 -0.637 0.167
H -0.430 -1.021 0.241 0.269
H -1.704 -0.970 -1.224 0.247
H -3.397 -0.471 2.114 -0.196
```

=====

ORCA calculation (ωB97M-V with the def2-TZVPD basis set) on 2 unconnected molecules or ions with the total composition C5H13NO in a non-equilibrium geometry.

SMILES: CC(N)=O.CCC
E_HOMO, hartree: -0.3627
E_LUMO, Eh: 0.0275
Total energy, eV: -8931.4391
F_max, eV/A: 7.20
Kohn-Sham gap, eV: 10.62
Energy relative to the best compared isomer or geometry (same formula, charge and spin), kcal per mole: 59.3

Geometry as XYZ:
```
20
Properties=species:S:1:pos:R:3:nbo_charge:R:1
C -0.154 -1.201 -1.854 -0.724
C 0.537 0.172 -2.181 0.680
N -0.241 1.236 -1.837 -0.823
O 1.583 0.374 -2.813 -0.607
H 0.454 -1.547 -1.032 0.246
H 0.156 -1.788 -2.753 0.243
H -1.232 -1.194 -1.666 0.224
H -0.068 2.134 -1.904 0.381
H -1.263 1.208 -1.709 0.379
C 1.126 0.473 2.205 -0.608
C 0.329 -0.313 1.257 -0.348
C -1.303 -0.031 1.379 -0.619
H 1.846 1.093 1.494 0.202
H 1.560 -0.112 2.902 0.207
H 0.512 1.177 2.657 0.202
H 0.561 -0.063 0.345 0.179
H 0.573 -1.478 1.497 0.180
H -1.918 -0.694 0.736 0.194
H -1.482 -0.313 2.341 0.208
H -1.576 0.867 0.938 0.204
```

=====

ORCA calculation (ωB97M-V with the def2-TZVPD basis set) on a gas-phase ion, C7H11N2OS (charge +1) in a non-equilibrium geometry.

E_HOMO (spin up / spin down), hartree: -0.3854 / -0.3854
E_LUMO (spin up / spin down), Eh: -0.1745 / -0.1747
Charge: +1
Total energy, eV: -23290.0855
F_max, eV/A: 3.09
Kohn-Sham gap (spin up / spin down), eV: 5.74 / 5.73
Energy relative to the best compared isomer or geometry (same formula, charge and spin), kcal per mole: 72.1

Geometry as XYZ:
```
22
Properties=species:S:1:pos:R:3:nbo_charge:R:1
C -2.863 0.966 1.017 -0.019
C -3.771 0.562 0.107 -0.424
C -1.501 -0.420 -0.241 0.017
C 1.264 0.769 0.102 -0.322
C -0.314 -1.002 -0.677 -0.239
C 2.505 0.784 -0.709 0.458
C 1.552 -1.684 0.662 -0.391
N -1.620 0.461 0.853 -0.560
N 1.022 -0.618 -0.191 -0.350
O 2.488 1.238 -1.944 -0.588
S -3.039 -0.545 -1.028 0.445
H -3.114 1.652 1.795 0.240
H -4.725 0.938 0.029 0.255
H 1.199 1.046 1.222 0.220
H 0.576 1.350 -0.493 0.260
H -0.334 -1.779 -1.410 0.228
H 3.363 0.354 -0.355 0.185
H 1.074 -1.627 1.650 0.203
H 1.171 -2.486 0.149 0.227
H 2.672 -1.605 0.590 0.197
H -0.835 0.529 1.450 0.411
H 3.229 1.114 -2.579 0.546
```

=====

ORCA calculation (ωB97M-V with the def2-TZVPD basis set) on 15 unconnected molecules or ions with the total composition C4H40N2O14 in a non-equilibrium geometry.

E_HOMO, hartree: -0.3422
E_LUMO, Eh: 0.0007
Total energy, eV: -36438.5971
F_max, eV/A: 9.02
Kohn-Sham gap, eV: 9.33
Energy relative to the best compared isomer or geometry (same formula, charge and spin), kcal per mole: 136.1

Geometry as XYZ:
```
60
Properties=species:S:1:pos:R:3:nbo_charge:R:1
C 1.614 0.875 -1.077 -0.238
N 1.173 -0.188 -2.048 -0.887
C 0.237 1.411 -0.246 -0.436
C -0.872 1.986 -1.122 -0.443
C -1.903 2.446 -0.154 -0.195
N -2.881 1.442 0.224 -0.881
H 2.147 1.695 -1.725 0.169
H 2.332 0.419 -0.381 0.233
H 1.494 -1.062 -1.911 0.343
H 0.165 -0.099 -2.142 0.354
H 0.547 2.094 0.540 0.209
H -0.098 0.562 0.423 0.235
H -1.199 1.267 -1.826 0.185
H -0.393 2.668 -1.792 0.223
H -1.446 2.719 0.737 0.205
H -2.365 3.467 -0.781 0.152
H -2.948 0.673 -0.400 0.378
H -3.855 1.717 0.156 0.372
H 1.191 2.653 -4.097 0.458
H 0.740 1.288 -3.768 0.488
O 0.493 2.142 -4.263 -0.953
H 2.716 1.668 3.436 0.474
H 3.381 2.256 2.233 0.467
O 3.200 2.385 3.269 -0.948
H -0.788 -0.076 2.047 0.497
H -1.156 -1.422 1.863 0.505
O -0.363 -0.920 1.641 -1.002
H -1.911 1.736 3.726 0.461
H -2.386 1.492 2.280 0.505
O -2.039 1.155 3.119 -0.966
H -1.362 -3.571 -1.729 0.480
H -1.974 -2.024 -1.867 0.506
O -1.970 -2.955 -1.499 -0.988
H 2.682 -2.625 0.754 0.528
H 4.162 -2.830 -0.020 0.496
O 3.308 -2.390 -0.026 -1.017
H 4.491 0.000 1.287 0.492
H 3.732 -0.630 -0.045 0.503
O 3.853 0.178 0.503 -1.002
H -3.267 -0.571 -2.330 0.481
H -4.346 -1.555 -2.144 0.476
O -3.723 -1.025 -1.648 -0.956
H 0.741 -2.510 -1.650 0.469
H 2.191 -2.950 -1.069 0.511
O 1.205 -3.246 -1.267 -1.001
H -3.461 0.949 -3.857 0.474
H -2.165 1.625 -3.510 0.506
O -2.734 0.875 -3.347 -0.962
H -1.703 -3.115 0.452 0.482
H -3.242 -2.925 0.431 0.486
O -2.469 -3.081 1.044 -0.972
H 0.820 2.509 2.330 0.475
H 0.723 3.712 3.152 0.478
O 0.386 3.426 2.281 -0.953
H 1.074 -0.356 3.157 0.499
H 1.707 0.066 1.911 0.494
O 1.885 0.134 2.912 -0.986
H 0.832 -2.995 0.444 0.506
H 1.457 -4.021 1.324 0.470
O 1.249 -3.049 1.371 -0.940
```